A 10-piece molecular cluster, C68H151N7O overall in a non-equilibrium geometry. Source: the OMol25 dataset; level of theory: ωB97M-V with the def2-TZVPD basis set.

The value obtained for the electronic energy is -85370.6183 eV. The value obtained for the HOMO energy is -0.4472 Eh. Its charge is +6. For the HOMO-LUMO gap, the calculation gives 1.5 eV.

```
227
Properties=species:S:1:pos:R:3:mulliken_charge:R:1
C -0.85000 -1.23043 2.16032 -0.905
O -1.30136 -1.30548 3.43287 -0.636
H 0.25952 -1.14505 2.09758 0.237
H -1.18066 -1.98583 1.42693 0.102
H -1.22190 -0.23833 1.74927 0.204
C 1.26833 -11.26003 -0.95470 -1.201
C 0.17726 -10.51440 -0.15203 -0.629
C 0.69417 -9.31903 0.75037 -0.303
C 0.96548 -8.15766 -0.14779 -0.992
N 1.48718 -6.90046 0.47276 0.377
C 0.57638 -6.25673 1.51032 -0.826
C 1.09411 -4.78793 1.56885 0.006
C 1.70339 -4.54359 0.18200 -0.724
C 1.68678 -5.85094 -0.55868 -0.521
C 2.86205 -7.19772 1.07657 -0.966
H 2.13707 -11.37882 -0.37509 0.323
H 1.58123 -10.75811 -1.83777 0.356
H 0.79145 -12.18825 -1.24924 0.386
H -0.23976 -11.31814 0.50689 0.372
H -0.68913 -10.16045 -0.76081 0.326
H 1.62581 -9.65742 1.19161 0.328
H -0.01438 -9.10360 1.52338 0.363
H 0.04828 -7.83108 -0.68902 0.363
H 1.64513 -8.52443 -0.94196 0.351
H 0.71078 -6.70778 2.48049 0.479
H -0.44002 -6.21704 1.13046 0.378
H 1.87216 -4.71957 2.35039 0.320
H 0.30101 -4.07149 1.85703 -0.175
H 2.74256 -4.23491 0.34515 0.324
H 1.11188 -3.78765 -0.35217 0.356
H 2.60254 -5.99288 -1.09063 0.378
H 0.82888 -5.94067 -1.28329 0.379
H 2.68886 -7.72857 1.98988 0.390
H 3.33242 -6.21775 1.28219 0.475
H 3.48482 -7.77303 0.36572 0.287
C -3.11235 -5.95969 4.69745 -1.453
C -1.66099 -5.49888 4.56587 0.124
C -1.04839 -4.64277 5.61405 -0.496
C -1.71483 -3.20067 5.56867 -0.690
N -0.99539 -2.22072 6.43319 0.648
C -0.87501 -2.66876 7.91344 -0.800
C -0.80493 -1.36518 8.67024 -0.687
C -1.40011 -0.29021 7.82577 -0.849
C -1.82551 -0.92357 6.52785 -0.860
C 0.30931 -1.81821 5.84409 -0.709
H -3.81162 -5.12029 4.61074 0.216
H -3.26453 -6.43257 5.69410 0.313
H -3.28454 -6.62652 3.86926 0.468
H -1.48831 -5.09990 3.56251 -0.121
H -1.07227 -6.43676 4.57140 0.332
H 0.04185 -4.57904 5.45041 0.329
H -1.21678 -5.00433 6.60223 0.439
H -2.69927 -3.19891 6.00162 0.386
H -1.69797 -2.72887 4.56319 0.132
H -0.03318 -3.29844 8.09675 0.404
H -1.69677 -3.36926 8.14246 0.477
H 0.25418 -1.07657 8.75519 0.359
H -1.09559 -1.42362 9.71379 0.414
H -0.61138 0.39660 7.56611 0.347
H -2.12691 0.32996 8.31247 0.444
H -1.77647 -0.36822 5.64636 0.549
H -2.82305 -1.25572 6.66134 0.488
H 0.83731 -1.13225 6.54850 0.363
H 0.05899 -1.39666 4.91899 0.154
H 0.95975 -2.67125 5.65912 0.329
C -8.95777 -4.00327 -1.94627 -1.226
C -7.67614 -3.23261 -2.33798 -0.748
C -7.20512 -2.15750 -1.31002 -0.282
C -7.08024 -2.84355 0.13559 -0.846
N -6.04570 -2.11230 1.01361 0.376
C -6.00639 -2.67915 2.38332 -0.987
C -5.39897 -1.64748 3.29497 -0.459
C -5.66583 -0.29887 2.53398 -0.496
C -6.43290 -0.71984 1.27571 -0.774
C -4.71275 -2.15868 0.35665 -1.201
H -8.96950 -4.56400 -1.04397 0.362
H -9.13614 -4.71093 -2.78478 0.363
H -9.83631 -3.37046 -1.88337 0.342
H -7.78330 -2.80613 -3.32277 0.409
H -6.87595 -3.96155 -2.43266 0.333
H -7.95278 -1.38726 -1.22814 0.422
H -6.25845 -1.73183 -1.70183 0.264
H -6.64601 -3.85960 0.00538 0.469
H -7.95320 -2.96344 0.77313 0.377
H -5.51229 -3.63664 2.23482 0.593
H -7.02428 -2.92569 2.70549 0.339
H -4.38337 -1.92081 3.53357 0.002
H -6.02557 -1.73835 4.14200 0.569
H -4.72786 0.06260 2.11122 0.180
H -6.25086 0.39542 3.12630 0.433
H -6.21917 -0.10361 0.39317 0.472
H -7.44935 -0.70957 1.56960 0.419
H -4.52012 -3.11362 -0.11368 0.307
H -3.87860 -2.01406 1.06527 0.565
H -4.69070 -1.37820 -0.40715 0.389
C 5.11644 -0.46549 -1.33307 -1.276
C 5.70513 0.95737 -1.21315 -0.506
C 5.92302 1.60553 -2.56596 -0.206
C 7.26294 1.02447 -3.10185 -1.007
N 7.67797 1.52929 -4.42446 0.156
C 9.08155 1.08208 -4.80971 -0.532
C 9.55590 2.19230 -5.80931 -0.651
C 8.52817 3.31317 -5.68617 -0.705
C 7.67909 3.05813 -4.43521 -0.725
C 6.70965 1.02585 -5.48722 -0.968
H 4.10400 -0.54103 -1.77646 0.331
H 4.93152 -0.84832 -0.31471 0.361
H 5.78089 -1.16269 -1.76681 0.383
H 6.58145 0.88120 -0.58917 0.375
H 4.98155 1.62892 -0.66815 0.242
H 5.95306 2.68398 -2.48904 0.445
H 5.03632 1.30004 -3.11206 0.229
H 7.20377 -0.07999 -3.11731 0.381
H 8.05046 1.27306 -2.36605 0.343
H 8.95793 0.04785 -5.10887 0.460
H 9.65716 1.16035 -3.88404 0.367
H 9.42814 1.69563 -6.79643 0.264
H 10.55347 2.52785 -5.65730 0.414
H 7.84474 3.37269 -6.59417 0.316
H 9.00451 4.30915 -5.65138 0.446
H 6.69742 3.39561 -4.61290 0.408
H 8.08190 3.32156 -3.49781 0.516
H 7.08324 1.23047 -6.53059 0.443
H 5.77266 1.51667 -5.36571 0.336
H 6.66850 -0.06010 -5.43800 0.356
C -3.26979 0.03780 -9.69355 -1.150
C -2.75640 -1.11695 -10.31747 -0.528
C -1.59505 -1.90986 -9.80284 -0.243
C -1.22023 -3.22060 -10.73332 -0.953
N -0.30352 -4.46887 -10.21448 0.004
C -0.90377 -5.37782 -9.14262 -0.374
C 0.16407 -6.00010 -8.46255 -0.596
C 1.25564 -5.08182 -8.53270 -0.588
C 0.81613 -3.88950 -9.37068 -0.883
C 0.23289 -5.15626 -11.47065 -0.898
H -3.00815 0.81329 -10.72745 0.272
H -2.86814 0.42369 -8.82794 0.408
H -4.41514 0.02647 -9.74025 0.315
H -3.43087 -1.45584 -11.11003 0.377
H -11.87389 1.19559 -7.47789 -0.100
H -2.04335 -2.25259 -8.88888 0.355
H -0.79760 -1.19125 -9.41482 0.373
H -0.74300 -2.78745 -11.58469 0.540
H -2.07308 -3.62838 -11.18269 0.589
H -1.63331 -5.95315 -9.66404 0.506
H -1.62265 -4.84079 -8.42608 0.253
H 0.23727 -7.07043 -8.43909 0.343
H 0.01963 -6.14606 -7.15162 0.261
H 2.10835 -5.67388 -9.70227 0.201
H 2.18456 -5.21488 -7.96098 0.537
H 1.49874 -3.38620 -10.02692 0.510
H 0.26712 -3.18263 -8.89547 0.352
H 0.65865 -6.15034 -11.14322 0.392
H 0.98990 -4.47769 -11.82441 0.364
H -0.57401 -5.28151 -12.16014 0.360
C 2.91704 6.09626 -1.27917 -1.135
C 3.95264 7.14448 -0.99009 -0.682
C 4.10593 7.51076 0.52844 -0.484
C 5.08428 6.58250 1.31902 -1.109
N 5.02127 6.71069 2.84566 0.555
C 6.16275 5.94314 3.59528 -0.450
C 5.45184 4.90775 4.52058 -0.802
C 4.04917 4.71809 3.89241 -0.480
C 3.70101 6.09919 3.36586 -0.607
C 5.07337 8.19742 3.25979 -1.281
C 6.30232 8.94512 2.83948 0.026
C 6.24376 10.38874 3.29685 -1.532
H 3.16785 5.60231 -2.20023 0.364
H 1.91094 6.49802 -1.46737 0.255
H 2.79948 5.36069 -0.47657 0.311
H 3.60832 8.01763 -1.51869 0.389
H 4.92473 6.81556 -1.41607 0.342
H 3.10074 7.49309 0.89569 0.327
H 4.48980 8.54685 0.59830 0.373
H 6.12595 6.73040 1.01925 0.577
H 4.95022 5.50287 1.12705 0.512
H 6.75539 6.62919 4.21712 0.345
H 6.85464 5.48805 2.86037 0.317
H 5.39356 5.30732 5.52290 0.356
H 6.06456 4.01443 4.52024 0.396
H 3.33772 4.29334 4.56819 0.472
H 4.20058 4.00152 3.00400 0.154
H 3.21846 6.75216 4.11841 0.400
H 3.06623 6.18601 2.52649 0.230
H 4.97039 8.15050 4.35771 0.650
H 4.16764 8.71404 2.89088 0.467
H 6.28679 8.90001 1.73424 0.262
H 7.26244 8.49325 3.15706 0.321
H 5.28633 10.84727 3.16730 0.386
H 6.93198 11.00780 2.74947 0.400
H 6.46918 10.51604 4.36046 0.380
C -1.42456 6.81086 0.25842 -1.131
C -1.21561 6.44400 1.70146 -0.452
C -2.46190 6.74209 2.49788 -0.923
C -3.65820 5.85007 2.19081 -0.964
N -4.32225 5.26082 3.38023 0.790
C -4.67168 6.17890 4.51777 -0.838
C -5.01059 5.32812 5.68189 -0.716
C -3.91903 4.20515 5.56888 -0.483
C -3.54220 4.22937 4.08558 -0.673
C -5.57612 4.58142 2.90721 -0.641
C -6.76759 5.47643 2.73261 -0.826
C -7.87887 4.80127 1.84439 -1.446
H -2.35217 6.37345 -0.09147 0.310
H -0.60574 6.46994 -0.37783 0.184
H -1.44209 7.88042 0.07126 0.380
H -0.40218 7.04505 2.19348 0.306
H -0.85163 5.41995 1.83997 0.315
H -2.64921 7.74869 2.21275 0.491
H -2.11634 6.69152 3.51986 0.475
H -3.33183 4.94491 1.59420 0.438
H -4.27461 6.46239 1.54662 0.481
H -5.47938 6.85206 4.20053 0.521
H -3.88945 6.88121 4.69523 0.574
H -6.03881 4.93955 5.66133 0.258
H -4.85683 5.90084 6.61187 0.436
H -4.38094 3.22006 5.77210 0.274
H -3.09689 4.33443 6.27118 0.373
H -3.77235 3.21929 3.68790 0.312
H -2.51930 4.48517 3.94965 0.328
H -5.85261 3.80002 3.67552 0.584
H -5.27230 4.08889 1.97105 0.368
H -6.47950 6.40349 2.24403 0.413
H -7.26021 5.78505 3.63727 0.374
H -8.72809 5.45226 1.74687 0.411
H -8.13050 3.79175 2.14402 0.349
H -7.48333 4.60852 0.83172 0.351
```